1.
Formula: C14H50O16P2
Source: the Open Molecules 2025 dataset
Level of theory: wB97M-V/def2-TZVPD

The geometry in ORCA input format:
```
! RIJCOSX wB97M-V def2-TZVPD def2/J DEFGRID3
* xyz 0 1
H -5.2629 -1.0697 1.8398
O 2.1364 2.5118 2.2805
H 2.6816 -0.5453 -4.4776
C 1.1796 -1.1868 2.3751
H 1.4438 -1.7198 3.2878
H 0.8993 1.1395 -4.1960
O -3.6589 2.8883 -0.9774
H 2.5331 2.3789 -1.8367
H -3.3326 2.3683 -0.2276
O -0.1733 1.5669 2.2690
H 4.8510 -0.5789 -0.6988
O -2.8217 1.7495 1.5010
O 1.2363 1.4070 4.3664
O 2.0258 -2.3225 -3.5831
H 3.5934 0.1411 0.3405
O -1.0692 1.7266 -4.4006
H -1.8809 1.5583 1.6327
O 1.9115 0.0589 2.3439
H -5.2958 -1.0793 0.0815
H 1.0821 -4.8770 -0.1139
H -2.7866 -5.5299 0.2027
C -2.4869 3.4008 -1.6104
H 1.4413 -1.8992 -2.9347
H -0.3479 -3.4586 1.0075
H 1.4461 -1.7708 1.5005
H -4.5436 1.0146 2.2694
H 4.4289 1.1095 -0.9038
H -2.7441 3.7994 -2.5859
H -3.6001 2.0375 3.3991
H 1.5914 -0.1474 5.6907
H -1.7463 2.5958 -1.6719
C 3.5342 2.5753 2.6985
H 0.6269 2.4502 -5.3773
H -2.0581 -0.2333 -2.7011
C 0.5989 -5.1658 0.8200
H -2.1025 0.1774 -0.9722
H 3.9012 1.5819 2.9434
H 0.0985 0.1232 0.0483
H 2.9331 0.1718 4.5927
P -2.7403 -2.2470 -0.2801
O -3.5211 -1.6950 0.9761
C 0.6277 0.2170 -0.9003
O 0.5282 -1.0024 -1.6259
H 0.1016 -1.0226 2.3593
H 1.2621 -5.7467 1.4565
C -4.9459 -1.6235 0.9617
H 2.6017 1.2847 5.9025
C -3.5475 1.2688 2.6259
H 1.7286 5.0724 -1.4512
C 4.5467 0.3232 -0.1615
C 0.3387 2.0472 -4.4041
H -3.5265 0.5040 -2.0339
H 0.5569 2.7856 -3.6285
C -3.3539 -4.6514 0.4970
H -4.3931 -4.9308 0.6703
O -1.2904 -2.2031 -0.0423
H -3.0708 0.3794 3.0429
O -3.2458 -1.4787 -1.5261
O 0.1776 -4.0400 1.5750
C 2.1279 0.6402 5.1616
H 0.1324 -1.6569 -1.0323
H 2.8278 -1.9960 -5.4257
H 1.4947 2.7478 -0.4625
H 4.0429 2.9489 1.8198
H 1.2397 -1.2668 -5.2184
C 2.1782 -1.5007 -4.6998
H 0.1826 1.0536 -1.4477
C -2.6925 -0.1550 -1.8225
H 5.6872 -0.0157 1.3484
O 1.7683 4.2476 -1.9402
O 5.5472 0.7443 0.7765
H -1.4635 2.5838 -4.5878
P 1.1745 1.3860 2.7807
C 2.2224 3.1749 -1.1598
H -2.9407 -4.2552 1.4263
H -2.0242 4.1813 -0.9940
H 3.0942 3.4059 -0.5323
H -0.2532 -5.8194 0.5883
H 3.5800 3.2257 3.5668
H 1.6905 0.4367 -0.7899
H -5.3875 -2.6197 0.9607
O -3.3261 -3.6805 -0.5514
*
```

Properties
SMILES: COP(=O)(OC)OC.COP(=O)(OC)OC.CO.CO.CO.CO.CO.CO.CO.CO
DFT total energy in hartree: -2450.0315
Strongest force on any atom in eV/Å: 1.1
Orbital gap in eV: 9.9
Energy relative to the best compared isomer or geometry (same formula, charge and spin) in kJ/mol: 0.0
HOMO in Eh: -0.34822

***

2.
Formula: C14H51HgO14
Source: the Open Molecules 2025 dataset
Level of theory: wB97M-V/def2-TZVPD

The geometry in ORCA input format:
```
! RIJCOSX wB97M-V def2-TZVPD def2/J DEFGRID3
* xyz 1 1
H 3.4633 3.2648 -2.5551
C 0.0621 0.4721 -1.3885
O -2.5806 0.9799 3.4344
C 2.5860 0.2449 -3.7479
H 2.3331 -2.8009 4.3610
C -3.5018 -1.3782 -0.3170
H 0.7593 1.2402 -1.7203
H -0.0874 3.3473 2.4774
H -2.1533 3.7258 3.7319
H -2.2800 4.4591 0.5430
H -3.2313 -1.9553 -5.0258
H 0.7969 -2.2922 2.8794
C 2.1255 3.7109 -1.2137
H -1.0123 4.9027 -0.5924
O 4.9838 1.4491 0.6374
H 3.6526 0.0703 -3.9255
H 5.8502 1.0430 0.5443
C 0.3086 -3.2425 -2.7896
O -0.7198 1.3536 0.7143
H -2.6953 5.0602 -1.0980
O 2.2856 -2.5061 -0.4067
H 1.9636 -1.5449 -3.3339
H -1.2842 2.9202 5.0306
H 3.9465 -0.3172 0.7326
H -0.2525 -2.7489 -1.9909
H 3.0839 1.0706 -0.0458
C -1.1559 3.5159 4.1299
H 1.0192 -3.9247 -2.3410
H -1.6359 -2.6302 4.2127
C -2.2914 -2.4809 3.3541
H -3.0145 1.0155 4.2926
H 4.0170 -2.4543 0.7017
H -3.0534 0.9786 1.4346
H -0.9376 0.6327 -1.7896
O 1.7710 -0.8763 -4.0000
H -4.1650 1.9200 2.4180
H -2.9507 -0.4578 -0.5016
H -1.4459 2.5672 -0.5740
H 1.7372 -1.8020 -0.0228
H 2.4619 -1.1091 4.8392
C -0.0180 0.4856 0.0977
O 1.0271 -1.5006 3.3802
O -2.0463 3.1391 -1.0759
H 2.2247 1.0779 -4.3422
H -2.4394 -3.4448 2.8675
C 1.7657 -1.8961 4.5717
H 2.5745 -2.8490 1.6008
O -0.3670 2.7761 3.2015
H 0.8510 -2.4616 -3.3436
C -1.4424 -1.1085 -5.1339
H -0.6819 4.4569 4.4102
H -3.2581 -2.1055 3.6932
H 3.3150 -4.0737 0.5387
H -2.6950 -3.1859 -0.5748
Hg -0.2433 0.3790 2.8145
O 2.5089 3.1877 -2.4590
H -4.2332 0.1449 2.4369
H -4.1800 -1.2063 0.5258
O -2.5740 -2.4512 0.0371
H -1.9183 -0.2843 -5.6610
O -2.4121 -2.0064 -4.5264
O -1.6662 -1.5670 2.4510
H 4.3465 0.2035 -0.9125
H -1.8429 -1.8621 1.5350
C -3.5604 1.0091 2.3951
C 3.0792 -3.0199 0.6389
H -0.8258 -1.6440 -5.8691
H 0.4068 -0.5064 -1.7112
O -0.5376 -3.9627 -3.6561
H -1.2634 -3.3728 -3.9169
C 4.0279 0.5494 0.0744
H 2.7321 3.3101 -0.3876
O 0.5963 -0.3993 0.7550
H 2.4862 0.5743 -2.7053
H 2.2102 4.8026 -1.1242
H 1.0833 3.4445 -1.0397
C -2.0149 4.4397 -0.5264
H 1.0807 -2.0880 5.3975
H -4.1026 -1.6454 -1.1770
H -0.7517 -0.7618 -4.3690
*
```

Properties
DFT total energy in hartree: -1770.3584
Strongest force on any atom in eV/Å: 1.2
Orbital gap in eV: 7.0
Energy relative to the best compared isomer or geometry (same formula, charge and spin) in kJ/mol: 0.0
HOMO in Eh: -0.41720

***

3.
Formula: C14H52N20O14
Source: the Open Molecules 2025 dataset
Level of theory: wB97M-V/def2-TZVPD

The geometry in ORCA input format:
```
! RIJCOSX wB97M-V def2-TZVPD def2/J DEFGRID3
* xyz 0 1
H -2.0855 0.6688 -6.5649
N -0.0780 -0.6483 -3.4709
C -4.2453 -2.2917 -0.1135
H -0.5416 -4.4840 -1.8847
H -3.9971 1.9138 -3.9405
N 0.8584 1.1955 -3.0190
N -1.4923 3.5241 2.0622
C 0.7286 0.2202 -3.9217
N -3.3464 2.8835 2.7972
H -0.2914 -0.2623 4.9865
H 4.2233 -2.6039 -1.8080
C 4.0266 -2.6985 0.2137
H -0.9864 -2.7256 -0.6974
O 2.6097 2.9022 -0.4503
H 6.4446 -0.0133 2.0117
O 1.5615 -0.0737 4.8134
O 1.3052 0.1531 -5.0031
H -1.8685 0.8029 0.7073
O -0.9739 -3.5915 1.6729
O -3.0687 2.9499 0.5378
N -1.2476 -0.0918 5.2634
H -4.2893 2.5240 2.7550
C 2.7663 4.0070 0.0101
C -2.6663 3.1302 1.7458
H -0.5753 -1.0468 -4.2545
H 0.1285 1.1904 -2.3209
H -1.1847 -0.7068 0.8199
H -0.3711 -0.5855 -2.5064
C -3.1308 -0.4257 -5.4634
H -1.2753 -4.5030 1.6699
N 1.9816 5.0081 -0.2035
O -3.4003 -0.2731 4.9807
C -1.0403 0.2328 0.2866
H 4.3967 3.6689 1.1449
O -3.8441 -0.7445 -6.3537
H -3.0040 -2.6969 1.3836
H -5.7141 -2.3150 -1.3584
H 2.7277 0.8344 2.6961
H 5.4681 -3.7885 -0.5941
O -1.9686 3.0262 -4.2692
H -4.7334 -2.8393 1.7037
N 3.6501 -2.3498 -1.0162
H 1.4417 -2.5243 4.4769
H 0.3609 1.7299 -0.2151
H -2.3917 2.7545 -1.1922
H -2.8765 -1.8734 3.1626
H 0.4532 1.2865 1.4186
C 0.2735 -3.3978 1.0078
O 1.4289 -0.0368 0.0183
H 4.0629 1.9011 -0.3561
H 1.1959 4.8883 -0.8267
H -6.1752 -2.5971 0.3497
H -1.1090 -1.8239 3.5464
O -0.3652 -4.6254 -0.9517
H 3.7321 5.2995 1.1770
N -5.4946 -2.4493 -0.3817
C 2.0061 -0.7141 3.8583
H -2.2776 1.1185 -4.8977
H 2.1198 0.5524 -0.2933
C -0.0916 -3.3144 -0.4958
C 0.3450 0.8487 0.4262
H -0.7451 3.3962 1.3947
N 3.7790 4.3755 0.7719
N 2.5713 -0.1549 2.8261
N -3.6107 2.2790 -3.0818
O -1.3352 -0.0101 -1.1466
H 0.8323 -2.4871 1.2235
H -4.0833 2.2729 -2.1892
O -3.4110 -1.7982 -0.8508
H 2.7470 -1.9324 -1.1898
C -2.3064 -0.6451 4.6032
H 1.5719 1.9051 -3.1050
H 2.6957 -0.7801 2.0427
H -2.1373 -0.5376 -1.1429
H 0.9535 -4.2358 1.1609
H -3.5167 -1.8346 -4.1604
H -1.2919 3.7347 3.0294
C 5.2216 1.1115 0.8781
H 4.7686 0.3687 -0.9867
N 5.1152 -3.4832 0.3016
H 0.7627 -2.9248 -1.0495
H -2.8993 2.9407 3.7010
H 2.1715 -2.3916 2.8792
N -2.2164 0.3964 -5.6012
H 5.5248 -3.7043 1.1979
H 2.2799 5.9272 0.0903
C -2.3955 2.7025 -3.1650
N 4.6494 1.0822 -0.2819
N -1.9217 3.0774 -2.0259
H -2.4066 -0.5984 -3.5548
O 5.1397 2.1086 1.5278
N 5.7742 -0.0299 1.2565
H 5.6263 -0.8886 0.7456
N -3.9623 -2.7075 1.0648
H -1.3950 0.8108 5.6921
N 1.9228 -1.9864 3.7703
N -2.0720 -1.5510 3.6812
H -0.9389 3.2877 -2.1253
N -3.0286 -0.9567 -4.2653
O 3.4714 -2.2383 1.2042
*
```

Properties
SMILES: NC(N)=O.NC(N)=O.NC(N)=O.NC(N)=O.NC(N)=O.NC(N)=O.NC(N)=O.NC(N)=O.NC(N)=O.NC(N)=O.OCCO.OCCO
DFT total energy in hartree: -2713.3595
Strongest force on any atom in eV/Å: 9.4
Orbital gap in eV: 8.8
Energy relative to the best compared isomer or geometry (same formula, charge and spin) in kJ/mol: 478.8
HOMO in Eh: -0.32440

***

4.
Formula: C14H52N6O12
Source: the Open Molecules 2025 dataset
Level of theory: wB97M-V/def2-TZVPD

The geometry in ORCA input format:
```
! RIJCOSX wB97M-V def2-TZVPD def2/J DEFGRID3
* xyz -1 2
O 2.2207 25.5276 4.9696
H 3.5765 24.5788 6.1983
H 2.6639 27.4557 11.3697
N 6.7650 29.1632 10.9333
O 10.2543 27.4077 8.0584
N 4.8560 28.8373 6.9269
H -2.1671 29.3219 8.4603
O -1.5237 25.8483 6.9007
H 5.1814 28.6825 5.9833
O 6.1515 30.2139 9.1283
C 9.0261 27.6873 7.4379
C 2.5155 28.1975 12.1545
C 1.5162 31.9823 12.1023
C -0.2898 29.3561 7.9294
H 2.2271 23.5552 5.8004
H 1.1910 34.1136 7.2476
H 5.1988 28.2282 3.7961
H 8.8578 29.8755 7.9796
O -1.6908 29.2256 7.6323
H 0.2674 26.1003 8.0968
O 5.7116 32.0388 6.1253
H 4.4465 25.8673 8.2095
C 5.4334 25.4252 8.3457
C 8.9194 29.2312 7.1026
H 6.1089 32.0892 10.8706
H 6.8677 32.0891 8.5234
H 8.0004 29.3181 6.5228
C 2.1866 34.1532 7.6896
H 2.2411 31.6886 12.8615
H 6.8622 33.8011 5.0166
H 9.6814 29.5825 6.4069
H 5.7637 24.9410 7.4267
H -1.8911 26.1277 7.7424
C 3.6388 28.4353 7.2930
N 7.2245 32.6750 7.7821
O 5.6090 24.5045 9.4940
C 2.9838 32.8886 7.4104
O 5.8882 27.9081 4.3824
H 6.0370 26.0842 3.5936
H 1.2049 29.5668 11.6265
H 8.0690 33.1702 8.0305
H 0.3015 26.8796 6.4983
N 3.2420 29.0245 8.3898
H 1.8227 31.4771 10.2306
N 6.2915 31.1389 11.1597
H 0.0145 28.5153 8.5528
O 1.4319 31.0799 11.0123
H 6.5432 24.2904 9.4389
H 5.2846 29.6863 7.2669
H 2.9012 31.0102 7.5760
H 3.1799 32.7952 6.3422
H 6.6144 30.9195 12.0912
H 0.3342 29.3711 7.0358
C 2.8665 24.3445 5.4051
C -0.1104 26.0518 7.0756
N 7.2803 33.5042 5.8868
H 8.8406 27.0598 6.5661
H 4.9421 26.2038 5.0607
H 3.4673 23.8342 4.6522
H 3.1911 29.0401 12.0073
H 1.5171 33.0127 11.7470
H 10.6024 26.6190 7.6360
H 2.7607 35.0476 7.4476
O 1.2326 28.6983 12.0346
C 5.8684 26.5176 4.5794
H 2.8142 27.9877 13.1816
H 2.4424 26.2212 5.5952
H 0.5692 31.7987 12.6097
C 6.5847 32.7271 6.6048
O 2.9300 27.6247 6.7817
H 7.5613 34.3694 6.3257
H 3.8150 29.7063 8.8663
O 2.4876 31.7487 8.0290
H 2.4025 28.6750 8.8293
H 0.3025 25.1361 6.6523
H 5.9304 26.3260 8.7058
H 2.0813 34.3443 8.7575
H 8.2878 27.3962 8.1851
C 6.4339 30.1772 10.2838
H 6.6505 29.1834 11.9366
H 3.9317 33.1321 7.8904
H 6.6209 26.2838 5.3324
H -0.1694 30.3603 8.3358
H 6.8408 28.2824 10.4449
*
```

Properties
⟨S²⟩: 0.751
DFT total energy in hartree: -1795.8768
Strongest force on any atom in eV/Å: 9.2
Orbital gap (spin up / spin down) in eV: 2.3 / 9.5
HOMO (spin up / spin down) in Eh: 0.00231 / -0.26521

***

5.
Formula: C14H53O12P
Source: the Open Molecules 2025 dataset
Level of theory: wB97M-V/def2-TZVPD

The geometry in ORCA input format:
```
! RIJCOSX wB97M-V def2-TZVPD def2/J DEFGRID3
* xyz 0 1
C -1.9118 -4.9002 3.2112
H -3.0770 2.5478 -1.0877
H -1.3877 -3.9518 3.3168
H -3.1776 -2.7918 0.7929
O -4.6797 -4.5894 -3.1642
H -2.8392 -3.7512 -3.1707
H 3.4247 7.1918 1.6101
H -3.7269 0.6818 0.1913
H -2.7690 -5.8048 1.6740
H -3.1555 1.6283 1.5791
H 5.2247 5.8700 1.1967
H 4.5259 3.8655 -3.7896
H -1.0205 4.3455 0.2663
C -3.8711 -2.8425 -0.0419
C 1.0244 -4.7978 1.1643
O 4.1501 8.1660 3.9059
H 1.2123 3.5618 0.7656
H 5.1442 6.4228 3.6885
C 4.6752 5.0727 0.6814
O -3.8667 -9.2120 -1.2564
H 4.6426 2.8985 0.7922
H 2.7596 5.7818 2.4619
H -2.0592 -8.3110 -1.1378
O 3.8461 5.7599 -3.2251
C -3.2695 -4.7506 -3.1610
H 1.7234 0.4375 -3.4228
H 5.8091 3.6538 1.8811
H -2.0189 -9.8512 -2.0068
O -0.0397 -4.7632 0.2350
C 4.8151 3.7600 1.4401
H 5.3829 5.2644 -4.4567
H -5.0768 -1.5918 -0.9244
O 3.3197 5.4377 0.4958
H -1.2406 -5.7032 3.5270
H 4.2205 9.0039 4.3710
O 3.0585 1.8634 -4.1780
H 1.0541 7.5118 1.7308
O -4.7092 -6.2456 1.0872
C -5.2611 -6.4829 -0.2034
H 1.9528 -4.7838 0.5952
H -5.4205 -6.1201 1.7207
C 2.7961 6.3009 1.4930
H -5.8691 -5.6376 -0.5355
H 1.0023 -5.7116 1.7691
H -2.1473 -9.8268 -0.2324
H 2.3866 1.6194 -2.2864
H -2.7946 -4.8911 3.8540
H 5.3264 7.1345 5.2960
H -5.0877 -5.4597 -3.1702
C 4.8963 4.8687 -3.5665
H 1.3988 7.0410 0.0576
H 1.1228 2.1129 -3.4178
C -2.4549 -9.3253 -1.1536
H -4.2493 -10.0935 -1.2696
H 5.6483 4.8034 -2.7726
H -3.3139 -3.1289 -0.9356
O -4.4651 -1.5575 -0.1831
H -0.8763 -4.8134 0.7264
O 0.4751 5.6228 1.2407
H -2.9092 -5.2669 -2.2661
H 0.8522 5.2903 -0.9345
O -2.7185 2.4825 -0.1989
H 0.2312 3.3551 -0.9962
H -4.4189 -6.6017 -0.8802
H 1.0189 -3.9327 1.8362
H 4.0832 3.7068 2.2502
H -5.8493 -7.4011 -0.2373
H 2.7565 1.7677 -5.0849
C 2.0098 1.4853 -3.2987
H 5.0900 4.9813 -0.3263
C -3.6027 1.6900 0.5887
C 5.2708 7.3610 4.2277
H -4.6097 -3.6178 0.1751
O -2.2516 -5.0055 1.8369
H -2.9135 -5.2865 -4.0449
H 6.2143 7.8155 3.9125
H -4.5864 2.1598 0.6857
C 1.3837 6.6813 1.1001
P 0.3546 4.3837 0.0244
H 3.4124 5.4119 -2.4389
*
```

Properties
SMILES: CCOCCO[PH4].CO.CO.CO.CO.CO.CO.CO.CO.CO.CO
DFT total energy in hartree: -1809.1525
Strongest force on any atom in eV/Å: 0.3
Orbital gap in eV: 9.4
HOMO in Eh: -0.32930